[1]
The following is a quantum chemistry calculation of an isolated molecule of C4H6N2OS in a non-equilibrium geometry, from the OMol25 dataset.

Geometry as XYZ:
```
14
Properties=species:S:1:pos:R:3:forces:R:3:nbo_charge:R:1
N 0.654170 -1.074405 1.809618 0.42 -0.51 1.16 -0.7301
C -0.141242 -0.498967 0.959297 -0.57 0.78 -1.79 0.1623
C 0.288890 -0.005310 -0.274114 -0.86 0.52 -0.35 -0.3876
C 1.706089 0.186210 -0.553549 -0.44 -0.78 -0.23 0.4095
O 2.583595 -0.386703 0.093709 -0.07 0.69 -0.28 -0.6083
C -0.726626 0.430733 -1.299930 1.15 -0.09 1.62 0.1278
N -1.872828 0.839962 -0.730245 -2.17 0.85 -0.26 -0.7964
S -0.481166 0.400352 -2.940251 -0.08 -0.01 0.52 -0.1764
H 1.611260 -1.126302 1.499328 0.71 -0.22 0.30 0.4438
H 0.307656 -1.383842 2.705017 0.37 0.02 -0.20 0.4018
H -1.176350 -0.439893 1.284130 -0.01 -0.11 -0.34 0.1905
H 1.906936 0.878798 -1.416963 0.20 -0.52 0.63 0.1545
H -2.623698 1.074178 -1.404291 0.71 -0.16 0.90 0.4095
H -2.036686 1.105189 0.268242 0.65 -0.47 -1.68 0.3992
```
Forces are in eV/Å.

Output
- Relative energy (zero: lowest compared OMol25 entry of this formula, charge and spin): 34.43 kcal/mol
- 2S+1: 1
- Structure (SMILES): N/C=C(\C=O)C(N)=S

[2]
The following is a quantum chemistry calculation of a structure of composition C33H48BrHgN3P2Se in a non-equilibrium geometry, from the OMol25 dataset.

Geometry as XYZ:
```
89
Properties=species:S:1:pos:R:3:forces:R:3:mulliken_charge:R:1
N -3.191356 -3.421237 -7.354811 0.27 0.13 0.10 -0.4841
C -2.196563 -4.057264 -6.725526 -0.37 0.35 0.29 -0.3598
C -1.596087 -3.546006 -5.570745 0.42 0.44 0.20 -0.4332
C -2.060543 -2.319375 -5.013724 -0.87 0.21 -1.28 0.3149
C -3.152153 -1.696306 -5.677162 0.04 -0.37 -0.02 -0.2289
C -3.646718 -2.263816 -6.861170 0.20 0.08 0.54 -0.4124
C -1.519835 -1.860976 -3.761466 -0.85 -0.96 0.30 -0.7407
Hg -1.514252 0.276266 -1.941776 1.17 0.84 0.37 0.6357
P -2.270589 1.222700 3.114331 -0.38 0.46 2.61 -0.3021
C -2.319811 -1.598793 -2.596998 -0.56 -0.72 -1.26 -0.7743
C -2.102507 -2.567594 -1.460859 0.67 -0.06 1.06 0.6997
C -3.089606 -2.652693 -0.467878 0.28 0.14 0.37 -0.4905
C -2.797099 -3.222510 0.773222 0.40 -0.69 -0.01 -0.3862
C -1.516658 -3.751253 1.040644 -0.26 1.10 -1.67 -0.2814
C -0.606081 -3.852460 -0.030339 -0.55 -0.33 -0.06 -0.6628
C -0.915520 -3.306846 -1.286663 -0.08 0.14 0.49 -0.2136
Br -0.989408 -4.095364 2.789671 0.01 -0.36 0.20 -0.0643
H -0.441675 -1.972502 -3.652132 -0.08 -0.33 0.26 0.8148
H -3.390317 -1.412309 -2.780545 0.42 -0.36 -0.24 0.7181
H -0.820488 -4.124353 -5.071200 -0.02 0.21 -0.17 0.3958
H -3.597020 -0.779648 -5.290371 0.18 -0.15 -0.15 0.3776
H -1.867796 -5.013523 -7.153963 -0.15 0.47 0.24 0.3789
H -4.453451 -1.764810 -7.416588 0.40 -0.31 0.27 0.3684
H -4.082708 -2.257544 -0.675380 0.16 0.08 0.23 0.4434
H -0.232598 -3.457902 -2.126668 0.01 0.14 0.49 0.4113
H -3.542343 -3.340208 1.553674 -0.08 0.37 -0.18 0.5252
H 0.303664 -4.428699 0.119443 -0.02 0.33 -0.12 0.4668
P -0.139985 2.328808 -1.639851 0.74 1.55 0.26 0.4187
C -2.945854 -0.476683 3.087762 0.02 -0.03 -0.48 0.5099
C -3.679482 -0.833319 4.388665 -0.06 -0.21 -0.01 -1.3909
H -2.105264 -1.163657 2.898105 -0.34 0.03 0.02 -0.3176
H -3.629970 -0.501075 2.227387 0.07 -0.44 0.13 0.1971
H -3.790515 -1.920015 4.472076 -0.06 0.12 0.00 0.3830
H -3.136073 -0.485291 5.276485 -0.09 -0.05 -0.28 0.3500
H -4.684742 -0.393466 4.414795 0.28 -0.02 0.02 0.3421
C -3.114708 2.194718 1.848083 -0.20 0.09 -0.62 0.7501
C -3.978035 3.290151 2.519706 -0.08 0.10 -0.28 -1.3876
H -3.740166 1.491869 1.278188 -0.04 0.31 -0.16 0.3748
H -2.366204 2.631009 1.167588 -0.26 0.00 0.03 -0.9028
H -4.647712 3.760893 1.787139 0.12 -0.08 0.13 0.4064
H -4.602315 2.875430 3.327550 0.31 0.07 -0.33 0.3632
H -3.353297 4.083982 2.957468 -0.14 -0.37 -0.09 0.3579
C -0.480133 1.092244 2.841250 0.26 -0.17 -0.38 2.0232
C 0.288759 1.545080 4.103462 0.24 0.14 -0.01 -1.3818
H -0.226757 1.713067 1.970493 0.11 -0.19 0.22 -1.4027
H -0.269279 0.040958 2.594666 0.27 0.30 -0.14 0.1194
H 1.253863 2.001446 3.837092 -0.18 -0.20 0.10 0.3341
H -0.288636 2.288320 4.678733 0.23 -0.31 -0.29 0.4569
H 0.490276 0.696999 4.776040 -0.13 0.26 -0.19 0.3118
C 1.253457 2.452288 -0.446768 0.06 -1.02 0.35 0.7876
C 2.204395 3.623816 -0.717313 -0.10 0.28 -0.26 -1.3603
H 1.786401 1.480278 -0.459567 -0.16 0.46 0.06 -0.6720
H 0.816230 2.532613 0.563395 0.05 -0.03 -0.48 0.1231
H 2.852259 3.439635 -1.585533 -0.24 0.07 0.28 0.2936
H 1.659444 4.565624 -0.874318 0.23 -0.20 0.04 0.3160
H 2.850732 3.770538 0.157571 -0.18 -0.12 -0.22 0.4202
C -1.131659 3.826329 -1.209147 -0.26 -0.25 0.05 -0.7082
C -2.562258 3.804763 -1.749549 -0.07 0.19 -0.05 -1.2840
H -0.575852 4.702082 -1.584473 -0.12 -0.38 0.04 0.5183
H -1.129616 3.904267 -0.107035 0.01 -0.11 -0.43 0.5070
H -2.586488 3.748695 -2.844972 0.01 0.03 0.18 0.3644
H -3.134023 2.959925 -1.343408 0.09 0.14 -0.01 0.2307
H -3.079080 4.725538 -1.452136 0.06 -0.26 -0.11 0.4013
C 0.607594 2.657202 -3.300856 -0.71 -0.13 -0.09 -0.4698
C 1.868447 1.851785 -3.628343 0.26 -0.27 -0.25 -1.1839
H 0.780031 3.740091 -3.398602 -0.13 -0.32 0.24 0.4259
H -0.190584 2.405075 -4.013570 0.17 0.24 0.02 0.5944
H 1.764275 1.401082 -4.620761 0.07 0.02 0.20 0.3378
H 2.755757 2.492801 -3.677598 -0.24 -0.15 0.15 0.3643
H 2.073525 1.045323 -2.913336 0.00 0.12 -0.07 0.2638
C 5.607380 -0.970443 -0.012471 0.16 0.13 -0.20 -0.9770
N 4.807174 -0.869283 1.193452 -0.98 0.04 -0.39 0.2892
C 3.431550 -0.971213 1.246895 1.79 0.18 1.83 -0.2970
Se 2.284644 -1.068623 -0.178153 -0.41 -0.18 -0.10 -0.3723
N 3.152446 -1.004705 2.600426 -0.61 0.15 -0.97 0.2364
C 4.310351 -0.935467 3.368379 0.16 -0.42 -0.07 0.5236
C 4.531525 -1.165220 4.717839 0.48 0.22 0.09 -0.7287
C 5.864572 -1.264660 5.135906 -0.15 0.12 -0.20 -0.5345
C 6.937450 -1.161864 4.224871 -0.18 0.21 -0.41 -0.6398
C 6.698455 -0.951366 2.857659 0.09 0.10 0.38 -0.4749
C 5.365746 -0.829844 2.473699 -0.08 -0.68 -0.31 0.4664
H 6.146760 -1.927090 -0.043706 -0.23 0.18 0.06 0.3564
H 6.346876 -0.162122 -0.018269 -0.19 -0.11 -0.10 0.3614
H 4.943541 -0.893631 -0.880045 0.24 0.01 0.24 0.2388
H 2.212035 -1.123661 2.966110 0.37 0.10 -0.26 0.0998
H 3.685069 -1.256080 5.383599 0.14 -0.09 0.24 0.4137
H 6.096853 -1.432800 6.187816 -0.17 0.04 -0.30 0.3873
H 7.964681 -1.246509 4.596815 -0.48 0.01 -0.21 0.3820
H 7.485653 -0.891616 2.097590 -0.19 -0.09 0.54 0.3672
```
Forces are in eV/Å.

Output
- Total charge: +2
- 2S+1: 1

Orbital gap
In order: 8.54, 3.23
Unit: eV